(1)
ORCA calculation (ωB97M-V/def2-TZVPD) on a molecular structure, C34H25N6OS2Se2Tl.

Structure (ORCA input):
```
! wB97M-V def2-TZVPD RIJCOSX def2/J DEFGRID3
* xyz 0 1
Tl -0.2227 0.3682 -0.7583
Se -3.2456 -7.2552 -0.8024
Se -2.7023 0.5706 -0.1916
S 1.1377 1.1369 -2.6671
S 3.9380 1.8009 -2.3254
O 1.3638 0.2824 0.7300
N -0.6332 -1.8147 0.5448
N -0.6397 -1.8087 -2.1528
N 0.7770 3.1437 -0.4416
N 2.0820 2.7934 -0.7130
N -2.7237 -6.1534 0.4967
N -2.7465 -6.1406 -2.0994
C 1.5605 1.0638 1.7800
C -1.6561 -3.9685 0.6541
C -2.2118 -5.1005 -0.0786
C -1.6784 -3.9573 -2.2570
C -1.0651 -2.8157 2.6613
C -0.9036 3.7246 1.1300
C -1.6554 -3.9075 -3.6501
C -2.7871 4.1039 -2.4779
C 0.4032 3.0758 0.7840
C 7.6306 2.8124 1.0212
C -0.5857 -1.7768 1.8669
C 2.0947 2.5670 4.1134
C -3.7956 4.8292 -1.8611
C 1.1634 2.4199 1.8729
C -3.1166 2.2933 -0.9311
C -1.6099 -3.9212 2.0473
C -1.1150 -2.8032 -4.2686
C 5.6528 1.7934 1.9191
C -1.1503 -2.8845 -0.0645
C 6.9885 2.1508 2.0561
C -0.6175 -1.7729 -3.4755
C 2.2200 0.4987 2.8906
C 4.9623 2.0941 0.7565
C 6.9362 3.1167 -0.1424
C 1.4224 3.1311 3.0475
C 5.5983 2.7664 -0.2833
C -2.4529 2.8354 -2.0240
C -2.2241 -5.0938 -1.5224
C 4.8531 3.1517 -1.5333
C -4.1315 3.0180 -0.3131
C -1.1569 -2.8789 -1.5408
C 2.3126 2.0395 -1.7027
C 2.4917 1.2352 4.0244
C -4.4728 4.2776 -0.7821
H 3.9230 1.8105 0.6511
H 2.5288 -0.5368 2.8059
H 5.5472 3.5203 -2.2884
H 4.1208 3.9315 -1.3238
H 1.1077 4.1663 3.1079
H -0.1472 -0.8879 2.3042
H 8.6725 3.0916 1.1156
H 7.4406 3.6351 -0.9504
H 7.5255 1.9123 2.9655
H 5.1404 1.2807 2.7234
H -4.0509 5.8191 -2.2163
H -1.0070 -2.7393 3.7376
H -1.6542 2.2961 -2.5159
H -5.2617 4.8343 -0.2924
H -0.7479 4.4614 1.9215
H -1.3214 4.2218 0.2565
H 3.0161 0.7698 4.8508
H -1.0722 -2.7236 -5.3454
H -4.6437 2.6037 0.5462
H -2.0014 -4.7541 2.6160
H -2.2457 4.5246 -3.3156
H -0.1805 -0.8888 -3.9239
H 2.3085 3.1511 4.9981
H -2.0595 -4.7372 -4.2147
H -1.6125 2.9869 1.5118
*
```

## Properties
- gap between HOMO and LUMO (eV) = 6.5
- ΔE to the lowest compared entry with this formula, charge and spin (kcal per mole) = 0.00
- HOMO energy (eV) = -7.723

=====

(2)
ORCA calculation (ωB97M-V/def2-TZVPD) on a molecular structure, C36H51BrF5N5O3S2SiSnTe.

Structure (ORCA input):
```
! wB97M-V def2-TZVPD RIJCOSX def2/J DEFGRID3
* xyz 2 1
Te -1.8212 2.7788 1.2052
Sn -0.8367 -0.4192 0.6423
Br 1.7180 -0.5597 -0.8147
S -4.0757 -0.8528 -0.1807
S -1.4231 0.5791 7.9164
Si 3.7044 0.7766 -1.1933
F -0.9505 4.3181 0.6598
F -2.5567 2.8760 -0.5026
F -3.3667 3.6107 1.7279
F -1.0003 3.2508 2.8069
F -2.4214 1.3428 2.2892
O -4.0411 -1.8762 0.8290
O -0.5410 1.6083 0.5814
O -3.3240 0.3647 0.0487
N -0.9549 -3.9405 -0.9588
N 1.1809 0.9073 7.6397
N -0.0214 -0.2036 2.8974
N -1.6703 -0.2140 -1.9479
N -3.5601 -1.6015 -1.5800
C -0.9523 -4.1340 0.3553
C 2.7229 1.7861 -3.6701
C -8.2639 0.1857 -1.4442
C 4.2321 1.2115 0.5901
C 3.4163 2.3944 1.1262
C -5.9443 0.8194 -1.1809
C -2.1948 -4.2784 1.0466
C -6.7053 -1.3763 -0.4559
C 0.2666 -4.4025 2.4132
C -2.1844 -4.5092 2.3928
C 0.8172 1.0383 4.7494
C -5.6967 -0.4294 -0.6185
C 5.7193 1.6238 0.5620
C 3.0241 2.2283 -2.2332
C 0.7586 0.7564 3.3968
C 0.2857 -4.1756 1.0700
C -2.6992 -0.9741 -2.4129
C 1.7598 2.8724 -1.6488
C -0.9375 0.4218 -2.8384
C -7.9833 -1.0555 -0.8645
C -1.1713 0.3727 -4.2204
C -0.8111 -0.6695 5.1033
C -2.1752 -0.4469 -4.7038
C -7.2326 1.1170 -1.5815
C -0.0075 0.6056 7.0985
C 4.0779 0.0525 1.5833
C -2.9308 -1.1648 -3.7948
C 0.0211 0.3153 5.6308
C 6.0024 0.1942 -2.6677
C -9.6557 0.5135 -1.8931
C -0.8015 -0.8882 3.7466
C 4.1268 3.3091 -2.2965
C 4.0547 -1.2269 -3.2724
C 5.2394 -1.6227 -1.1325
C 4.7631 -0.5327 -2.1005
C -0.9630 -4.5833 3.0811
H 3.6033 3.3196 0.5844
H 5.9270 2.4208 -0.1550
H 3.0352 -0.2386 1.7180
H 3.6167 1.4699 -4.2053
H -8.7825 -1.7731 -0.7311
H 4.6393 -0.8345 1.2992
H -0.1082 1.0007 -2.4515
H -0.9625 -4.7802 4.1453
H 1.9930 0.9729 -3.7128
H 2.3405 2.2059 1.0927
H 1.1908 -4.4568 2.9717
H -0.5518 0.9574 -4.8860
H -7.4467 2.0911 -2.0020
H 3.8449 -0.5579 -4.1018
H -1.8100 -4.0394 -1.4914
H 2.3089 2.6393 -4.2153
H 1.2145 -4.0543 0.5261
H -1.4742 -1.2177 5.7575
H 6.0009 2.0002 1.5495
H -3.1152 -4.6346 2.9282
H -10.1810 -0.3800 -2.2264
H -6.4873 -2.3323 0.0000
H 5.9080 -1.2363 -0.3640
H 1.4377 1.8568 5.0888
H 3.1210 -1.7083 -2.9777
H 5.0473 2.9429 -2.7547
H -5.1466 1.5452 -1.2779
H -2.3613 -0.5361 -5.7653
H 5.7310 0.9524 -3.4040
H 1.3703 3.5879 -2.3792
H -1.4695 -1.6188 3.2994
H 4.7190 -2.0083 -3.6514
H 5.8026 -2.3698 -1.6981
H 6.6386 -0.5335 -3.1790
H 6.3748 0.7821 0.3391
H 3.7718 4.1405 -2.9118
H 4.4594 0.3825 2.5547
H -9.6520 1.2414 -2.7022
H 4.4094 -2.1366 -0.6424
H 4.3725 3.7190 -1.3175
H 0.9699 2.1561 -1.4267
H 1.2206 1.1465 8.6176
H 3.7015 2.5736 2.1679
H -3.1198 -4.2090 0.4922
H 1.3361 1.3309 2.6869
H -10.2270 0.9419 -1.0666
H 1.9501 3.4298 -0.7352
H 2.0385 0.8731 7.1165
H -0.0940 -3.9616 -1.4892
H -3.7311 -1.8234 -4.1002
H 6.6098 0.6672 -1.8957
*
```

## Properties
- gap between HOMO and LUMO (spin up / spin down) (eV) = 4.5 / 3.8
- ΔE to the lowest compared entry with this formula, charge and spin (kcal per mole) = 10.75
- HOMO energy (spin up / spin down) (eV) = -12.342 / -12.341

=====

(3)
ORCA calculation (ωB97M-V/def2-TZVPD) on a molecular structure, C2H6ClN2P.

Structure (ORCA input):
```
! wB97M-V def2-TZVPD RIJCOSX def2/J DEFGRID3
* xyz 0 3
Cl -1.2631 0.9728 -2.0596
P -0.1989 -1.2028 1.0675
N 0.5321 -0.2618 -1.5466
N -0.0664 -1.0309 -0.6193
C -0.6270 0.4646 1.7204
C 1.5583 0.1427 -1.9779
H -1.6750 0.6703 1.5068
H 1.1396 -1.2325 1.5275
H 2.1894 0.5378 -2.6894
H -0.9821 -1.0097 -1.0130
H -0.3918 0.6007 2.8422
H -0.2151 1.3489 1.2413
*
```

## Properties
- gap between HOMO and LUMO (spin up / spin down) (eV) = 7.7 / 6.6
- ΔE to the lowest compared entry with this formula, charge and spin (kcal per mole) = 54.12
- HOMO energy (spin up / spin down) (eV) = -6.794 / -9.365

=====

(4)
ORCA calculation (ωB97M-V/def2-TZVPD) on 2 unconnected molecules or ions with the total composition C6H8O2.

Structure (ORCA input):
```
! wB97M-V def2-TZVPD RIJCOSX def2/J DEFGRID3
* xyz 0 1
O -2.9433 -0.5757 -0.5833
O 0.8016 1.1617 -0.2078
C -1.7449 1.1745 -1.8112
C -0.3370 0.2920 1.7203
C 1.3518 -1.0710 0.4121
C 2.3776 -1.2003 -0.4244
C -2.2630 0.1690 -1.1810
C 0.6337 0.2563 0.5728
H -0.9028 1.2196 1.7059
H 0.2037 0.1623 2.6561
H 2.5443 -0.4663 -1.1980
H 3.1070 -1.9885 -0.3354
H -0.6806 1.3353 -1.7710
H -2.3115 1.8536 -2.4177
H -1.0328 -0.5424 1.6485
H 1.1962 -1.7801 1.2139
*
```

## Properties
- gap between HOMO and LUMO (eV) = 9.3
- ΔE to the lowest compared entry with this formula, charge and spin (kcal per mole) = 50.52
- SMILES = C=CC(C)=O.C=C=O
- HOMO energy (eV) = -9.114

=====

(5)
ORCA calculation (ωB97M-V/def2-TZVPD) on C6H6Cl2N2O2 in the gas phase.

Structure (ORCA input):
```
! wB97M-V def2-TZVPD RIJCOSX def2/J DEFGRID3
* xyz 0 1
Cl 3.0439 0.5721 -1.7696
Cl 0.7507 -2.6982 -0.5215
O -1.3533 -1.0116 -1.1954
O -1.1843 0.5969 0.3976
N 2.2801 1.1166 0.6299
N 0.8699 -1.1061 1.5697
C 0.2780 -1.2712 0.4719
C -2.4432 -0.3653 -1.7465
C -0.8321 -0.4210 -0.0922
C 0.9137 0.0684 2.2491
C 1.8921 0.9133 -0.5577
C 1.4968 1.1597 1.7834
H -2.7269 0.6261 -1.2967
H 0.9623 0.9765 -1.1813
H -2.4637 -0.2545 -2.9025
H 1.7320 1.8438 2.5535
H -3.4586 -0.9197 -1.4880
H 0.2425 0.1744 3.0964
*
```

## Properties
- gap between HOMO and LUMO (eV) = 8.0
- ΔE to the lowest compared entry with this formula, charge and spin (kcal per mole) = 0.00
- SMILES = COC(=O)\C(Cl)=N/C=C\N=C\Cl
- HOMO energy (eV) = -8.621

=====

(6)
ORCA calculation (ωB97M-V/def2-TZVPD) on a molecular structure, F24KP4.

Structure (ORCA input):
```
! wB97M-V def2-TZVPD RIJCOSX def2/J DEFGRID3
* xyz -3 1
K -0.3289 0.9695 -0.4586
P -1.5595 -2.5432 -0.2626
P 0.5119 0.9279 -4.3479
P 2.9976 0.0711 1.0912
P -1.9308 1.3841 3.6371
F -2.3027 -1.1334 0.0923
F -0.8882 -3.9428 -0.7775
F 4.5997 0.4726 1.2002
F 1.4457 -0.4186 1.0110
F -2.6782 -2.7325 -1.4533
F -0.8033 0.3329 -3.6272
F -0.0377 2.4340 -4.0290
F -0.5701 -1.7964 -1.3089
F 1.2491 0.9087 -2.9104
F -0.8696 2.4805 4.2525
F -2.4951 -3.3663 0.7800
F 2.7025 1.3089 0.1132
F -1.1368 0.1811 4.3772
F -2.5921 2.6564 2.8417
F -0.5023 -2.3753 0.9190
F 3.3816 -0.7820 -0.2495
F -0.1834 1.0661 -5.8307
F 3.3682 -1.2474 1.9521
F -1.0085 1.1264 2.3311
F -2.8421 1.6054 4.9688
F -3.0883 0.3818 3.1093
F 1.8947 1.5513 -4.9984
F 0.9605 -0.5558 -4.7853
F 2.7060 1.0352 2.3625
*
```

## Properties
- gap between HOMO and LUMO (eV) = 10.7
- ΔE to the lowest compared entry with this formula, charge and spin (kcal per mole) = 9.42
- HOMO energy (eV) = -4.324